{"formula": "C2H6O2S", "method": "ωB97M-V/def2-TZVPD", "gap_ev": 9.1765, "energy_ev": -17101.061, "e_above_lowest_ev": 0.460, "max_force_ev_per_a": 1.13, "homo_energy_ev": -8.70, "symbols": ["O", "C", "O", "H", "H", "C", "S", "H", "H", "H", "H"], "xyz": [[0.059195, -1.706124, -1.622625], [-0.492457, -0.879451, -2.279196], [-0.799847, 0.325912, -1.721130], [-0.753925, -0.915108, -3.345193], [-1.356409, 0.866533, -2.272740], [-0.567135, 0.008057, 1.714030], [0.990343, 0.991837, 1.718719], [-0.983874, -0.055792, 0.715347], [-0.345350, -0.989852, 2.063736], [-1.255621, 0.585629, 2.321910], [1.403050, 0.348882, 2.812106]], "forces_ev_per_angstrom": [[-0.260, -0.051, -0.601], [0.274, 0.793, 0.751], [0.251, -0.598, 0.457], [-0.018, -0.388, -0.031], [-0.265, 0.254, -0.612], [0.179, 0.856, -0.271], [-0.295, -0.544, -0.148], [0.240, 0.043, -0.160], [-0.205, -0.074, 0.220], [-0.248, -0.513, 0.281], [0.348, 0.221, 0.115]]}